No. 1
Below is 2 unconnected molecules or ions with the total composition C3H9OPS2 in a non-equilibrium geometry, with properties calculated with the ωB97M-V functional and the def2-TZVPD basis.

Structure (XYZ):
```
16
Properties=species:S:1:pos:R:3:forces:R:3:mulliken_charge:R:1
C -1.5169 -0.2458 0.3093 1.18 1.09 -0.67 -1.335
C 0.3136 -1.0600 -1.0791 1.76 1.80 -2.50 -1.258
C -0.0271 0.0331 -0.0965 0.08 0.94 1.25 0.126
O 1.4177 2.2053 1.9321 1.56 -3.57 -0.71 -0.703
P 1.2118 -0.1450 1.3839 -1.76 1.90 -0.47 0.714
S 0.6554 -1.6229 2.5222 0.83 1.24 -0.22 -0.280
S 3.1330 0.0002 0.5480 -0.34 0.12 0.84 -0.239
H -1.4441 -1.2204 0.6658 -0.28 -1.84 0.97 0.421
H -2.0020 0.3546 1.0665 0.18 0.43 0.01 0.314
H -2.1271 -0.3387 -0.5915 0.05 0.50 0.00 0.390
H -0.4956 -1.0601 -1.8735 1.20 -0.26 0.73 0.386
H 0.4568 -2.0075 -0.6396 -0.38 -1.22 0.61 0.363
H 1.3530 -0.8206 -1.5445 -1.83 -0.40 0.29 0.317
H 0.2364 1.0579 -0.4627 -0.56 -0.84 0.14 0.353
H 0.6911 2.7952 2.0285 -1.53 0.23 0.17 0.216
H 3.6182 0.5212 1.7110 -0.16 -0.12 -0.42 0.212
```
Forces are in eV/Å.

Values from the calculation:
gap between HOMO and LUMO = 7.907 eV
lowest unoccupied orbital energy = -1.51 eV
total charge = 0
HOMO energy = -9.41 eV

No. 2
Below is 2 unconnected molecules or ions with the total composition C3H9OS in a non-equilibrium geometry, with properties calculated with the ωB97M-V functional and the def2-TZVPD basis.

Structure (XYZ):
```
14
Properties=species:S:1:pos:R:3:forces:R:3:mulliken_charge:R:1
C 2.6748 -0.3301 0.0338 0.88 0.14 -0.25 -0.536
O 1.8756 0.5197 -0.7189 -3.37 -1.63 -0.23 -0.488
H 2.3639 -0.5912 1.0551 -0.34 0.45 0.02 0.209
H 2.8775 -1.3011 -0.4343 -0.04 -0.01 -0.28 0.236
H 3.5865 0.2513 0.0430 0.89 -0.36 0.64 0.238
C -1.8300 1.0526 0.1688 -0.28 -2.10 -1.17 -0.975
C -1.8458 -0.5127 0.1396 -0.62 -0.17 1.24 -0.491
S -0.6197 -1.3794 -0.9099 -0.17 0.60 -0.04 -0.618
H -1.9846 1.2345 -0.9022 0.33 0.94 0.31 0.225
H -0.8718 1.3075 0.5387 1.10 0.78 -0.08 0.270
H -2.5812 1.5405 0.7840 -0.38 -0.22 0.06 0.362
H -1.7156 -0.9157 1.1569 0.03 0.28 -0.05 0.232
H -2.8629 -0.8271 -0.1187 0.05 -0.05 -0.29 0.260
H 0.9334 -0.0487 -0.8359 1.91 1.35 0.11 0.077
```
Forces are in eV/Å.

Values from the calculation:
gap between HOMO and LUMO = 7.020 eV
lowest unoccupied orbital energy = 4.16 eV
total charge = -1
HOMO energy = -2.86 eV

No. 3
Below is 2 unconnected molecules or ions with the total composition C3H9OS, with properties calculated with the ωB97M-V functional and the def2-TZVPD basis.

Structure (XYZ):
```
14
Properties=species:S:1:pos:R:3:forces:R:3:mulliken_charge:R:1
C 1.8763 -1.2980 0.5925 0.28 -0.67 0.05 -0.706
S 1.6855 0.5009 0.5900 -0.16 0.22 0.00 -0.674
H 0.9320 -1.8550 0.6499 -0.07 0.18 0.01 0.139
H 2.3978 -1.6892 -0.2898 -0.09 0.21 -0.13 0.202
H 2.4859 -1.6527 1.4349 -0.12 0.17 0.07 0.246
C -2.0439 0.5696 -0.7733 -0.31 0.03 0.18 -0.226
O -0.8414 0.6025 -1.5039 -0.47 0.14 0.22 -0.441
C -2.0312 -0.5065 0.3120 0.65 0.07 -0.11 -0.879
H -2.2709 1.5371 -0.2897 0.25 -0.02 -0.03 0.218
H -2.8700 0.4256 -1.4788 0.10 -0.21 -0.08 0.278
H -0.1323 0.7019 -0.8272 0.59 -0.15 -0.13 0.087
H -1.1554 -0.3332 0.9477 -0.17 0.21 0.12 0.186
H -2.9366 -0.4779 0.9202 -0.06 -0.16 -0.04 0.333
H -1.8371 -1.4967 -0.1078 -0.42 -0.02 -0.13 0.237
```
Forces are in eV/Å.

Values from the calculation:
gap between HOMO and LUMO = 6.617 eV
lowest unoccupied orbital energy = 4.06 eV
total charge = -1
HOMO energy = -2.55 eV

No. 4
Below is 2 unconnected molecules or ions with the total composition C3H9OS, with properties calculated with the ωB97M-V functional and the def2-TZVPD basis.

Structure (XYZ):
```
14
Properties=species:S:1:pos:R:3:forces:R:3:mulliken_charge:R:1
C 0.6930 0.0929 1.1660 0.32 0.16 -0.01 -1.099
C -0.6765 -0.5068 0.9128 -0.60 -0.50 0.02 -0.348
C -0.6422 -1.5735 -0.1972 0.17 0.49 -0.28 -0.789
S -0.7160 -0.8112 -1.8709 0.16 -0.01 0.18 -0.704
H 0.7056 1.1185 1.5295 -0.31 0.09 0.35 0.321
H 1.2519 0.1596 0.2322 -0.01 -0.28 -0.14 0.265
H 1.2463 -0.5299 1.8786 0.09 0.09 -0.14 0.319
H -1.0971 -0.9569 1.8236 0.32 -0.06 0.21 0.305
H -1.4355 0.2275 0.6397 0.23 0.22 -0.25 0.252
H -1.4672 -2.2653 -0.0624 -0.32 -0.09 -0.02 0.289
H 0.2676 -2.1818 -0.1072 0.02 0.13 0.09 0.244
H 1.3076 2.1532 -2.2114 -0.20 0.35 -0.01 0.324
H -0.0748 2.2432 -1.7158 -0.14 0.01 -0.06 0.307
O 0.6373 2.8306 -2.0174 0.25 -0.59 0.06 -0.688
```
Forces are in eV/Å.

Values from the calculation:
gap between HOMO and LUMO = 6.693 eV
lowest unoccupied orbital energy = 4.17 eV
total charge = -1
HOMO energy = -2.52 eV

No. 5
Below is 2 unconnected molecules or ions with the total composition C3H9OS in a non-equilibrium geometry, with properties calculated with the ωB97M-V functional and the def2-TZVPD basis.

Structure (XYZ):
```
14
Properties=species:S:1:pos:R:3:forces:R:3:mulliken_charge:R:1
C 1.8829 0.1074 1.0841 -0.25 -2.06 -0.10 -0.554
O 1.4640 1.4151 1.2065 -2.18 0.45 0.13 -0.533
H 2.5413 -0.3113 1.8448 0.93 0.80 0.00 0.293
H 1.0101 -0.5545 1.2445 0.67 0.32 -0.56 0.076
H 2.1938 -0.0303 0.0524 0.78 -0.66 0.00 0.222
C -0.0003 0.0666 -1.8812 0.19 -1.02 1.15 -0.650
S -1.3271 -0.6722 -0.6811 -0.01 -0.92 -2.35 -0.254
C -1.0742 -0.3240 0.9079 1.71 -1.16 -0.10 -1.317
H 0.3366 -0.7031 -2.6013 0.11 0.21 0.55 0.200
H 0.8153 0.5305 -1.2948 -0.41 -0.27 -0.54 0.139
H -0.5583 0.7771 -2.4177 -0.44 1.27 -0.79 0.217
H -0.5084 -1.0226 1.5085 -0.62 0.02 0.36 0.404
H 0.4777 1.2183 0.9651 1.07 0.91 0.60 0.316
H -1.6369 0.4310 1.2784 -1.56 2.10 1.65 0.440
```
Forces are in eV/Å.

Values from the calculation:
gap between HOMO and LUMO = 5.995 eV
lowest unoccupied orbital energy = 4.06 eV
total charge = -1
HOMO energy = -1.93 eV

No. 6
Below is 2 unconnected molecules or ions with the total composition C3H9OS in a non-equilibrium geometry, with properties calculated with the ωB97M-V functional and the def2-TZVPD basis.

Structure (XYZ):
```
14
Properties=species:S:1:pos:R:3:forces:R:3:mulliken_charge:R:1
C -2.1314 1.0309 -0.5572 0.63 -0.21 0.09 -0.473
O -1.8911 0.7657 0.8106 -0.25 -0.21 0.15 -0.478
H -1.8515 0.1794 -1.1901 -0.02 0.00 -0.02 0.196
H -1.5460 1.8996 -0.8814 -0.25 0.06 -0.15 0.229
H -3.1927 1.1995 -0.6952 -0.11 0.20 0.04 0.261
C 0.5493 -1.9503 -0.5092 -0.65 0.32 0.93 -0.984
C 1.3947 -0.6905 -0.7298 -0.43 -0.64 -0.33 -0.308
S 1.2614 0.4796 0.6148 0.45 -0.03 -0.05 -0.112
H 0.8784 -2.4210 0.4210 0.14 -0.20 -0.20 0.326
H -0.4984 -1.7075 -0.3076 0.05 0.22 -0.14 0.248
H 0.5331 -2.6889 -1.3016 0.44 0.05 -0.32 0.325
H 1.0591 -0.1143 -1.6028 0.01 -0.09 -0.01 0.268
H 2.4177 -0.9992 -0.9287 0.25 0.34 0.09 0.321
H -0.9759 0.4558 0.9179 -0.26 0.19 -0.08 0.181
```
Forces are in eV/Å.

Values from the calculation:
gap between HOMO and LUMO (spin up / spin down) = 10.560 / 7.044 eV
lowest unoccupied orbital energy (spin up / spin down) = 0.82 / -2.33 eV
multiplicity = 2
total charge = 0
<S²> = 0.75
HOMO energy (spin up / spin down) = -9.74 / -9.37 eV

Short version: ΔE to the lowest compared entry with this formula, charge and spin = 90.9; 26.3; 14.4; 8.4; 83.6; 13.7 kcal per mole, in the order given.